Model P:
Entry from OMol25: C3H8NO2P in the gas phase (the ωB97M-V functional and the def2-TZVPD basis).

The geometry in XYZ format:
```
15
Properties=species:S:1:pos:R:3:mulliken_charge:R:1
P -0.721 1.483 0.159 0.1421
O -0.252 2.667 -0.819 -0.4409
O 0.772 0.942 0.633 -0.3482
N 0.257 -0.996 1.944 -0.4892
C 0.943 -0.420 0.877 -0.1704
C -1.017 0.016 -1.074 -0.4895
C -0.016 -1.047 -0.918 -0.6977
H -0.688 -0.637 2.010 0.2712
H 0.828 -1.048 -1.587 0.2828
H -2.023 -0.352 -0.866 0.3052
H 1.996 -0.672 0.828 0.3399
H 0.552 2.487 -1.324 0.3289
H 0.730 -0.858 2.832 0.2462
H -1.010 0.462 -2.072 0.3690
H -0.352 -2.027 -0.621 0.3507
```

The lowest unoccupied orbital energy is 0.93 eV. Its highest occupied orbital energy is -8.308 eV.

Model Q:
Entry from OMol25: 2 unconnected molecules or ions with the total composition C3H8NO2P (the ωB97M-V functional and the def2-TZVPD basis).

The geometry in XYZ format:
```
15
Properties=species:S:1:pos:R:3:mulliken_charge:R:1
P 1.350 -0.907 -0.234 0.8526
O 1.806 0.385 0.592 -0.4352
O 1.597 -2.194 0.425 -0.6250
N -0.679 -0.490 1.258 -0.4652
C -1.565 1.566 0.383 -0.8131
C 1.392 -0.602 -1.905 -0.8102
C -1.499 0.174 0.355 0.0768
H -0.961 -1.383 1.467 0.2258
H -2.227 2.081 -0.290 0.2882
H 1.143 -1.539 -2.426 0.2780
H 1.073 0.363 -2.236 0.3324
H -1.812 -0.370 -0.561 0.3825
H 1.908 0.963 -0.121 0.3085
H -0.901 1.964 1.168 0.2094
H -0.625 -0.012 2.125 0.1944
```

The lowest unoccupied orbital energy is 0.49 eV. Its highest occupied orbital energy is -8.880 eV.

Which structure wins on stability? model P wins.

Model P:
Entry from OMol25: 3 unconnected molecules or ions with the total composition C3H10NO2 (the ωB97M-V functional and the def2-TZVPD basis).

The geometry in XYZ format:
```
16
Properties=species:S:1:pos:R:3:mulliken_charge:R:1
O 1.370 0.013 1.576 -0.6126
O -1.516 -1.948 0.981 -0.5715
N 0.784 1.363 -0.946 0.0092
C 0.406 1.899 0.147 -0.1131
C 0.329 0.168 -1.578 0.0013
C -0.829 -0.384 -1.255 -0.6418
H -1.210 -1.235 -1.796 0.3186
H -1.396 -0.129 -0.373 0.1427
H -1.214 -2.860 1.093 0.2904
H 0.920 2.829 0.369 0.3064
H 1.549 1.844 -1.406 0.2903
H -0.336 1.555 0.844 0.2525
H 1.413 -0.634 0.862 0.3285
H -2.310 -1.908 1.533 0.3038
H 0.911 -0.131 -2.438 0.3664
H 1.128 -0.442 2.388 0.3288
```

As for the charge: +1. The lowest unoccupied orbital energy is -4.89 eV. Its highest occupied orbital energy is -14.719 eV.

Model Q:
Entry from OMol25: 3 unconnected molecules or ions with the total composition C3H10NO2 (the ωB97M-V functional and the def2-TZVPD basis).

The geometry in XYZ format:
```
16
Properties=species:S:1:pos:R:3:mulliken_charge:R:1
O 1.100 2.877 1.287 -0.6765
O -0.850 1.172 0.278 -0.6016
N 0.581 -0.973 -1.154 -0.0009
C 0.487 -2.115 -0.212 0.0155
C -0.421 -0.316 -1.575 -0.2400
C -0.680 -2.480 0.276 -0.6012
H -0.064 1.740 0.432 0.4182
H 1.516 -0.588 -1.152 0.3380
H 1.986 2.857 1.663 0.3139
H 1.452 -2.182 0.281 0.3288
H -0.367 0.667 -2.024 0.2833
H -1.589 -1.903 0.160 0.2029
H 0.553 3.396 1.886 0.3223
H -1.418 -0.711 -1.645 0.3270
H -1.570 1.794 0.448 0.3066
H -0.716 -3.236 1.052 0.2639
```

As for the charge: +1. The lowest unoccupied orbital energy is -4.66 eV. Its highest occupied orbital energy is -14.569 eV.

Which structure wins on stability? model P wins.

Model P:
Entry from OMol25: C19H21N3O5 in the gas phase (the ωB97M-V functional and the def2-TZVPD basis).

The geometry in XYZ format:
```
48
Properties=species:S:1:pos:R:3:mulliken_charge:R:1
O -0.075 -1.140 1.392 -0.4408
O 7.177 0.053 0.152 -0.2278
O -7.240 0.903 -0.183 -0.5491
O -6.756 -1.344 -0.203 -0.3349
O 5.229 1.862 -1.556 -0.7263
N -0.915 0.904 0.729 -0.1488
N 1.516 0.736 0.960 0.2042
N 3.659 0.325 -0.590 0.0367
C 4.889 0.662 -0.652 0.8444
C 6.153 -1.892 -0.764 -0.6366
C -6.446 0.027 -0.085 0.1252
C -2.697 -0.664 0.472 -0.9148
C 7.913 -0.971 0.285 -0.2602
C 3.194 -0.975 0.209 -1.1144
C -8.461 -1.525 -1.645 -1.2494
C 6.090 -0.348 -0.487 0.0999
C -4.957 0.295 -0.053 -0.0910
C -4.376 1.379 -0.079 0.6737
C -3.154 1.853 0.118 -1.3941
C 7.474 -1.909 -0.366 -0.4802
C 1.864 1.743 0.287 -0.0929
C -8.015 -1.440 -0.253 -0.2510
C 0.191 -0.098 1.031 0.3453
C -4.142 -0.783 0.200 -0.1963
C 2.538 -0.035 1.480 -0.7208
C -2.260 0.869 0.467 1.1077
C 2.481 1.194 -0.901 -1.1829
H -0.708 1.874 0.592 0.0843
H -8.698 -0.666 0.196 0.2949
H -9.428 -1.935 -1.807 0.3999
H 1.044 2.346 -0.256 0.2607
H -7.742 -2.347 -2.223 0.2022
H -8.251 -0.676 -2.169 0.3619
H 5.451 -2.300 -1.217 0.7936
H 2.104 -1.025 1.890 0.2748
H 4.030 -1.508 0.573 0.7886
H 7.857 -3.065 -0.525 0.1894
H 2.498 -1.446 -0.297 0.3132
H -4.605 -1.743 0.251 0.4841
H -2.650 2.741 0.063 0.6015
H -8.194 -2.289 0.232 0.4836
H 2.924 2.019 -1.570 0.4137
H 3.200 0.378 2.297 0.2869
H 2.472 2.365 0.983 0.2403
H -2.134 -1.597 0.691 0.3457
H 1.957 0.452 -1.492 0.3842
H -5.041 2.482 -0.105 0.0486
H 8.961 -0.632 0.566 0.3233
```

The lowest unoccupied orbital energy is 0.25 eV. Its highest occupied orbital energy is -8.372 eV.

Model Q:
Entry from OMol25: C19H21N3O5 in the gas phase (the ωB97M-V functional and the def2-TZVPD basis).

The geometry in XYZ format:
```
48
Properties=species:S:1:pos:R:3:mulliken_charge:R:1
O 1.345 2.397 -0.474 -0.3591
O -3.684 2.879 -0.591 -0.6981
O 4.641 -0.854 -0.426 -0.4775
O -2.648 -3.103 -0.624 -0.1650
O 2.967 0.347 1.596 -0.4971
N -1.318 -3.136 -0.920 -0.6123
N -2.095 1.447 0.131 0.2218
N -1.738 -1.424 0.437 -0.3328
C 2.797 -1.992 -1.209 -0.7979
C 2.108 0.932 2.543 -0.7501
C -2.841 -2.062 0.190 0.2621
C -4.199 -1.751 0.698 -0.5576
C 0.113 1.194 -1.879 0.1947
C 0.606 -1.776 -0.292 -0.1534
C 2.165 1.882 -1.409 -0.4185
C -4.272 0.553 -0.378 -0.6498
C 1.468 -2.347 -1.222 -1.0714
C -4.379 -0.249 0.929 -0.7611
C 1.465 1.131 -2.298 -1.0248
C 2.441 -0.519 0.673 1.1327
C 5.350 0.015 0.430 -0.7052
C 0.094 1.981 -0.766 0.0648
C -1.028 2.417 0.121 -0.8674
C 1.101 -0.867 0.642 -0.0110
C -3.339 1.755 -0.293 0.6342
C 3.313 -1.085 -0.282 0.5457
C -0.794 -2.125 -0.276 0.2273
H -5.249 0.920 -0.691 0.3831
H 4.965 1.035 0.385 0.2152
H -0.644 2.584 1.136 0.2076
H -3.887 -0.085 -1.178 0.2906
H 2.748 1.558 3.163 0.2893
H -0.728 0.725 -2.347 0.6305
H -3.622 0.085 1.639 0.3785
H -4.342 -2.290 1.639 0.3387
H -1.466 3.357 -0.237 0.4836
H 1.084 -3.053 -1.939 0.4914
H -5.355 -0.082 1.385 0.4281
H 6.376 -0.003 0.061 0.3093
H 0.409 -0.448 1.354 0.5592
H 1.853 0.596 -3.139 0.5004
H 1.351 1.558 2.062 0.1101
H 1.621 0.178 3.170 0.3562
H -4.930 -2.132 -0.018 0.3181
H 3.206 2.125 -1.336 0.5233
H -1.847 0.473 0.296 0.1167
H 5.330 -0.333 1.465 0.2538
H 3.490 -2.408 -1.923 0.4432
```

The lowest unoccupied orbital energy is 0.63 eV. Its highest occupied orbital energy is -8.006 eV.

Which structure wins on stability? model Q wins.

Model P:
Entry from OMol25: C3H8FNO2Si in the gas phase (the ωB97M-V functional and the def2-TZVPD basis).

The geometry in XYZ format:
```
16
Properties=species:S:1:pos:R:3:mulliken_charge:R:1
Si 3.499 0.287 -0.070 0.3868
F 1.826 -2.091 0.606 -0.2091
O 0.950 1.191 -0.109 -0.6023
O -0.323 -0.695 0.288 -0.3323
N 1.974 -0.802 0.126 0.1610
C -2.607 -0.205 -0.336 -0.9756
C -1.433 0.066 0.629 -0.3648
C 0.857 -0.022 0.089 0.6513
H -2.109 0.022 -1.359 0.2463
H 3.151 1.703 0.185 -0.0612
H -1.175 1.082 0.649 0.4289
H -3.122 -1.226 -0.370 0.2677
H -1.788 -0.410 1.506 0.2488
H 3.839 0.142 -1.504 -0.0736
H -3.314 0.536 -0.066 0.3594
H 4.476 -0.216 0.788 -0.1313
```

The lowest unoccupied orbital energy is 0.77 eV. Its highest occupied orbital energy is -10.151 eV.

Model Q:
Entry from OMol25: a molecular structure, C3H8FNO2Si (the ωB97M-V functional and the def2-TZVPD basis).

The geometry in XYZ format:
```
16
Properties=species:S:1:pos:R:3:mulliken_charge:R:1
Si -0.252 -0.048 2.718 0.4217
F -1.103 2.928 1.457 -0.1918
O 0.172 1.464 -0.602 -0.3272
O 0.221 -0.190 1.109 -0.3638
N -0.540 1.683 1.601 -0.1693
C 0.748 0.567 -1.495 -0.1664
C -0.320 -0.622 -1.594 -1.0282
C -0.032 0.989 0.609 0.8039
H 0.621 0.625 3.858 -0.1100
H -1.356 -0.421 -1.849 0.3092
H 0.934 1.157 -2.482 0.2573
H -0.346 -0.975 -0.505 0.3652
H 1.671 0.158 -1.102 0.2724
H -1.674 0.206 2.999 -0.1510
H -0.035 -1.417 2.765 -0.2585
H -0.005 -1.382 -2.330 0.3365
```

The lowest unoccupied orbital energy is 0.74 eV. Its highest occupied orbital energy is -10.046 eV.

Which structure wins on stability? model P wins.

Model P:
Entry from OMol25: 2 unconnected molecules or ions with the total composition O3S2 (the ωB97M-V functional and the def2-TZVPD basis).

The geometry in XYZ format:
```
5
Properties=species:S:1:pos:R:3:mulliken_charge:R:1
S -1.189 -0.350 -0.228 0.7478
S 2.899 0.041 0.185 0.2671
O 1.689 0.521 -0.460 -0.2642
O -1.716 0.968 -0.321 -0.3616
O -1.682 -1.180 0.823 -0.3891
```

The lowest unoccupied orbital energy (spin up / spin down) is -1.89 / -1.90 eV. Its highest occupied orbital energy (spin up / spin down) is -9.670 / -9.662 eV.

Model Q:
Entry from OMol25: 2 unconnected molecules or ions with the total composition O3S2 (the ωB97M-V functional and the def2-TZVPD basis).

The geometry in XYZ format:
```
5
Properties=species:S:1:pos:R:3:mulliken_charge:R:1
S 2.863 -0.390 -0.127 0.2079
S -1.363 0.101 -0.390 0.7765
O -1.936 -0.971 0.404 -0.3926
O 1.435 -0.107 -0.119 -0.2192
O -0.999 1.368 0.231 -0.3726
```

The lowest unoccupied orbital energy (spin up / spin down) is -1.87 / -1.87 eV. Its highest occupied orbital energy (spin up / spin down) is -9.637 / -9.648 eV.

Which structure wins on stability? model P wins.

Model P:
Entry from OMol25: C5H3N in the gas phase (the ωB97M-V functional and the def2-TZVPD basis).

The geometry in XYZ format:
```
9
Properties=species:S:1:pos:R:3:mulliken_charge:R:1
N -0.025 -1.187 0.206 -0.4479
C 1.203 -0.983 0.317 0.1911
C -0.302 1.343 0.262 -0.5394
C -0.936 0.011 0.242 -0.0780
C 0.995 1.162 0.177 0.2873
C 1.980 0.126 0.004 -0.3819
H 2.979 0.284 -0.468 0.3662
H -1.165 0.143 1.396 0.2279
H -1.752 -0.299 -0.442 0.3745
```

Its expectation value of S² is 2.023. As for the multiplicity: 3. The lowest unoccupied orbital energy (spin up / spin down) is -0.39 / -1.94 eV. Its highest occupied orbital energy (spin up / spin down) is -7.880 / -9.907 eV.

Model Q:
Entry from OMol25: a molecular structure, C5H3N (the ωB97M-V functional and the def2-TZVPD basis).

The geometry in XYZ format:
```
9
Properties=species:S:1:pos:R:3:mulliken_charge:R:1
N 0.851 -0.050 1.585 -0.4665
C 0.210 0.700 -0.872 -0.2472
C -0.214 -1.289 -0.243 -0.2886
C -0.322 -0.799 1.044 -0.0351
C 0.284 -0.661 -1.238 -0.2443
C 0.209 0.516 0.606 0.4532
H -1.266 -0.991 1.636 0.2881
H 0.919 1.446 -1.169 0.3262
H -0.672 1.128 -1.349 0.2143
```

Its expectation value of S² is 2.021. As for the multiplicity: 3. The lowest unoccupied orbital energy (spin up / spin down) is -0.10 / -2.37 eV. Its highest occupied orbital energy (spin up / spin down) is -7.459 / -9.305 eV.

Which structure wins on stability? model P wins.

Model P:
Entry from OMol25: C3H5NO3S in the gas phase (the ωB97M-V functional and the def2-TZVPD basis).

The geometry in XYZ format:
```
13
Properties=species:S:1:pos:R:3:mulliken_charge:R:1
S -0.718 -1.677 -0.149 0.0211
O -1.430 1.217 0.094 -0.3242
O 2.840 -0.196 0.201 -0.6894
O 0.985 1.070 0.228 -0.3080
N 1.013 -1.194 -0.155 -0.3203
C 1.584 -0.148 0.107 0.7489
C -1.572 -0.222 0.539 -0.2962
C -0.207 1.235 -0.572 -0.5149
H -1.192 0.092 1.681 0.2911
H -0.075 2.207 -1.096 0.2530
H 1.579 -2.099 0.089 0.3429
H -0.104 0.276 -1.253 0.5191
H -2.703 -0.560 0.285 0.2769
```

The lowest unoccupied orbital energy is 0.19 eV. Its highest occupied orbital energy is -9.509 eV.

Model Q:
Entry from OMol25: C3H5NO3S in the gas phase (the ωB97M-V functional and the def2-TZVPD basis).

The geometry in XYZ format:
```
13
Properties=species:S:1:pos:R:3:mulliken_charge:R:1
S -1.053 -1.522 -0.118 -0.1533
O 0.279 2.054 0.089 -0.5851
O 2.040 -0.202 -1.139 -0.5336
O 1.882 -0.393 1.098 -0.4142
N -0.999 0.176 -0.039 -0.0524
C 0.188 0.850 0.001 0.9071
C 1.450 -0.003 -0.109 0.2555
C -2.248 0.934 0.026 -0.8426
H -2.741 0.765 0.984 0.2897
H -1.995 1.994 -0.078 0.3453
H 2.733 -0.846 0.940 0.3501
H -2.914 0.628 -0.782 0.2825
H -1.190 -1.767 1.199 0.1509
```

The lowest unoccupied orbital energy is 0.41 eV. Its highest occupied orbital energy is -10.053 eV.

Which structure wins on stability? model Q wins.